# 1
{"formula": "C17H26ClN2O7RuS5", "method": "wB97M-V/def2-TZVPD", "e_homo_ha": [-0.1867, -0.2430], "multiplicity": 6, "orbital_gap_ev": [5.17, 6.65], "relative_energy_kcal_mol": 0.0, "species": ["Ru", "C", "N", "C", "C", "O", "C", "O", "C", "C", "O", "N", "C", "C", "H", "H", "H", "H", "H", "H", "H", "H", "H", "H", "H", "H", "H", "H", "H", "H", "O", "C", "S", "C", "C", "S", "S", "S", "O", "S", "C", "C", "C", "C", "H", "H", "H", "H", "H", "H", "H", "H", "Cl", "C", "C", "O", "O", "H", "H"], "coordinates": [[0.8245, 0.3475, -0.0717], [-2.1803, 1.4440, -3.5730], [-2.7080, 0.9602, -2.2933], [-4.1158, 1.2618, -2.0169], [-1.9076, 0.2448, -1.4919], [-0.7146, -0.0753, -1.7365], [-2.4923, -0.2609, -0.2013], [-1.4329, -0.7380, 0.5681], [-1.6271, -0.9203, 1.9580], [-0.5000, -0.2006, 2.6452], [0.6043, -0.2132, 1.9988], [-0.6954, 0.3372, 3.8602], [-1.9740, 0.3424, 4.5521], [0.3983, 1.0796, 4.5022], [-2.4020, 2.5218, -3.6755], [-2.6494, 0.8889, -4.4102], [-1.0998, 1.2048, -3.5785], [-4.3429, 2.2449, -2.4517], [-4.2880, 1.2472, -0.9303], [-4.7544, 0.4965, -2.5153], [-3.2329, -1.0724, -0.3822], [-3.0084, 0.5664, 0.3128], [-1.5332, -2.0053, 2.1620], [-2.6142, -0.6203, 2.3154], [-2.5019, -0.6092, 4.3783], [-2.5967, 1.1732, 4.1992], [-1.7862, 0.4690, 5.6427], [1.1905, 1.2144, 3.7670], [0.7687, 0.5207, 5.3786], [0.0468, 2.0675, 4.8284], [6.5244, 4.0103, -1.9568], [5.5578, 3.3582, -1.6845], [3.8689, 3.5129, -2.4790], [3.0939, 2.1889, -1.6127], [3.8642, 1.4414, -0.7259], [3.0368, 0.1458, 0.0815], [5.5144, 1.9578, -0.4638], [1.4294, 1.6910, -1.7747], [0.9478, -1.9161, -0.1226], [1.8103, -3.1423, -0.0831], [0.7196, -4.5481, -0.6269], [1.2902, -5.0884, -1.9203], [2.0714, -3.9976, -2.6458], [2.8168, -3.1717, -1.6264], [-0.2759, -4.1082, -0.7667], [0.6840, -5.3009, 0.1723], [0.4712, -5.5153, -2.5587], [1.9748, -5.9485, -1.7007], [1.3960, -3.3178, -3.2078], [2.7246, -4.4276, -3.4334], [2.9690, -2.1164, -1.9157], [3.7964, -3.6014, -1.3523], [-2.3156, 4.4370, 1.2535], [-0.5831, 3.9475, 1.4690], [-0.0822, 2.6549, 0.9690], [1.1854, 2.3735, 1.1100], [-0.8022, 1.7711, 0.3575], [-0.3559, 4.0476, 2.5449], [-0.0078, 4.7453, 0.9596]], "forces_ev_per_a": [[-1.64, -0.93, 0.08], [0.22, -0.50, -0.08], [0.33, 0.20, -0.39], [0.24, -0.70, -0.14], [1.15, -0.65, -0.12], [-2.25, 0.53, -0.72], [-1.01, 0.02, 0.79], [-0.11, -0.60, 0.34], [-0.50, -0.56, -0.46], [2.18, -0.21, -1.20], [-2.40, 0.11, 3.76], [0.86, 0.24, -0.29], [-0.15, -0.26, 0.30], [0.03, -0.17, -0.02], [0.34, -0.51, 0.04], [0.10, 0.33, 0.36], [-0.56, 0.53, -0.08], [0.02, -0.28, 0.35], [-0.17, 0.21, -0.60], [0.21, 0.53, 0.38], [0.27, 0.38, -0.12], [0.19, -0.23, -0.04], [0.05, 0.38, 0.11], [-0.01, 0.20, -0.35], [0.15, 0.44, 0.31], [0.01, -0.10, 0.14], [-0.17, -0.18, -0.83], [0.02, -0.05, 0.10], [-0.10, 0.23, -0.33], [-0.04, -0.26, -0.08], [-0.82, -0.41, 0.29], [-1.07, -0.91, 0.02], [0.93, -0.22, 0.68], [0.44, -1.08, 1.04], [-1.40, 1.05, -0.90], [4.51, -0.70, 0.76], [0.19, 0.65, -0.62], [1.01, 2.62, -3.33], [-0.33, -0.96, -0.22], [0.21, -0.15, -0.12], [0.11, 0.43, 0.19], [0.04, -1.51, -0.66], [-0.50, 0.32, -1.31], [0.43, 0.16, 0.40], [0.28, 0.08, 0.14], [0.00, 0.32, -0.19], [0.72, 0.40, 0.49], [-0.46, 0.68, -0.13], [0.11, -0.41, 0.43], [-0.17, 0.19, 0.60], [-0.09, -0.45, 0.27], [-0.40, 0.13, -0.02], [0.49, -0.69, -0.02], [0.22, 1.97, 0.58], [2.41, -3.59, -1.40], [-3.29, 1.84, 0.59], [-0.45, 2.75, 1.46], [-0.15, -0.15, -0.51], [-0.23, -0.51, 0.27]]}

***

# 2
{"formula": "C26H77N2O20P", "method": "wB97M-V/def2-TZVPD", "e_homo_ha": -0.3341, "orbital_gap_ev": 9.53, "species": ["C", "C", "C", "O", "C", "C", "C", "N", "C", "O", "C", "N", "C", "C", "C", "C", "O", "P", "O", "O", "O", "H", "H", "H", "H", "H", "H", "H", "H", "H", "H", "H", "H", "H", "H", "H", "H", "H", "H", "H", "H", "H", "C", "O", "H", "H", "H", "H", "C", "O", "H", "H", "H", "H", "C", "O", "H", "H", "H", "H", "C", "O", "H", "H", "H", "H", "C", "O", "H", "H", "H", "H", "C", "O", "H", "H", "H", "H", "C", "O", "H", "H", "H", "H", "C", "O", "H", "H", "H", "H", "C", "O", "H", "H", "H", "H", "C", "O", "H", "H", "H", "H", "C", "O", "H", "H", "H", "H", "C", "O", "H", "H", "H", "H", "C", "O", "H", "H", "H", "H", "C", "O", "H", "H", "H", "H"], "coordinates": [[6.6664, 0.1966, 0.0184], [6.9555, -1.3879, -0.1110], [5.6032, -2.2892, -0.1081], [4.3808, -1.4898, 0.0190], [3.3121, -2.4568, 0.2480], [2.0405, -2.2771, -0.7216], [2.6447, -1.8798, -2.1830], [3.0516, -1.6551, -3.3083], [1.0322, -1.0774, -0.3179], [-0.1718, -1.2298, -1.0973], [1.7183, 0.3092, -0.8322], [2.2582, 1.3365, -1.1909], [0.7940, -0.8976, 1.2667], [-0.7285, -0.5721, 1.6932], [-1.2742, 0.8668, 1.2161], [-2.3205, 0.8318, -0.0060], [-3.1638, -0.3538, -0.0570], [1.1496, -3.9559, -1.0109], [0.0647, -4.2233, 0.0520], [0.4703, -3.8163, -2.5961], [2.2224, -5.2771, -1.0837], [7.6323, 0.8124, -0.1799], [5.8565, 0.4549, -0.7612], [6.2941, 0.4138, 1.0972], [7.5326, -1.5492, -1.1008], [7.6679, -1.7781, 0.7220], [5.5764, -2.8334, -1.1343], [5.7330, -3.0421, 0.7667], [3.7735, -3.4947, -0.0117], [3.0728, -2.4927, 1.3664], [-0.7900, -1.8889, -0.7024], [1.4723, -0.0264, 1.6261], [1.0817, -1.8703, 1.8335], [-0.7332, -0.5569, 2.8571], [-1.3782, -1.4658, 1.3906], [-1.6682, 1.4969, 2.1042], [-0.3451, 1.4539, 0.8310], [-1.8246, 1.0397, -1.0376], [-3.0390, 1.7337, 0.1545], [-3.2933, -0.5832, -1.0152], [-0.4827, -4.0911, -2.5653], [2.9080, -5.1078, -1.7837], [-1.1055, 4.6180, 0.4555], [-1.9994, 3.7982, 1.1911], [-0.1513, 4.0993, 0.3545], [-1.5182, 4.8129, -0.5374], [-0.9508, 5.5607, 0.9878], [-2.8359, 4.2833, 1.2650], [3.5989, -4.5239, 3.0470], [4.9684, -4.8115, 2.8064], [3.4966, -3.4643, 3.2852], [3.0141, -4.7521, 2.1522], [3.2409, -5.1206, 3.8898], [5.0294, -5.7536, 2.5986], [-4.6971, 6.4359, 2.8010], [-4.7869, 5.9311, 1.4752], [-4.6700, 5.5969, 3.4975], [-3.7834, 7.0251, 2.9082], [-5.5701, 7.0573, 3.0164], [-4.8092, 6.6935, 0.8815], [6.8292, -5.7896, -0.3882], [6.0468, -5.2447, -1.4396], [6.3069, -5.6340, 0.5566], [6.9704, -6.8611, -0.5517], [7.7988, -5.2867, -0.3523], [6.5316, -5.3957, -2.2630], [-2.0351, 9.3065, 4.8863], [-1.9601, 8.4598, 3.7466], [-3.0799, 9.5541, 5.0729], [-1.6251, 8.7882, 5.7568], [-1.4741, 10.2241, 4.6998], [-1.0262, 8.2563, 3.6041], [-2.9193, -4.5517, -4.9327], [-2.9313, -4.0012, -3.6221], [-1.9044, -4.5008, -5.3293], [-3.2414, -5.5953, -4.8946], [-3.5892, -3.9762, -5.5765], [-3.8403, -4.0602, -3.2985], [-3.6898, -0.7331, -6.2863], [-4.3487, -1.6419, -7.1570], [-2.6951, -1.1178, -6.0597], [-3.5988, 0.2402, -6.7752], [-4.2597, -0.6353, -5.3590], [-5.2245, -1.2774, -7.3408], [4.7709, -8.2724, -2.9944], [5.9494, -8.1655, -3.7790], [5.0001, -7.9720, -1.9714], [3.9989, -7.6139, -3.4007], [4.4198, -9.3074, -2.9976], [5.7195, -8.4363, -4.6778], [0.8093, 4.4443, 4.1567], [0.1423, 3.5451, 3.2869], [1.8040, 4.0528, 4.3740], [0.9028, 5.4216, 3.6751], [0.2469, 4.5403, 5.0894], [-0.7350, 3.9158, 3.1107], [-5.1663, -7.9438, -4.7694], [-5.4436, -7.2745, -3.5487], [-5.5746, -7.3585, -5.5941], [-4.0851, -8.0421, -4.8958], [-5.6330, -8.9321, -4.7619], [-5.0720, -7.8127, -2.8371], [-5.7629, 3.6727, -0.7940], [-4.5861, 3.7697, -1.5797], [-5.5273, 3.9646, 0.2296], [-6.5282, 4.3427, -1.1950], [-6.1265, 2.6416, -0.8022], [-4.8227, 3.5056, -2.4808], [2.4180, -1.3637, 4.8420], [2.6389, -0.7890, 3.5627], [1.8580, -2.2919, 4.7196], [3.3772, -1.5805, 5.3192], [1.8408, -0.6726, 5.4613], [3.1352, 0.0296, 3.6998], [-5.1731, 2.9906, -5.2589], [-4.9468, 1.8814, -4.4014], [-4.5204, 3.8101, -4.9552], [-4.9457, 2.7108, -6.2906], [-6.2155, 3.3103, -5.1802], [-5.5360, 1.1727, -4.6920], [-0.9798, 11.3655, 7.6687], [-2.0950, 11.3014, 6.7927], [-0.2760, 10.5762, 7.4015], [-0.4886, 12.3366, 7.5690], [-1.3124, 11.2195, 8.6995], [-2.7009, 12.0090, 7.0505]], "forces_ev_per_a": [[0.08, -0.57, 0.27], [0.27, 0.34, -0.18], [1.77, 0.07, -0.64], [-0.28, -1.86, 0.29], [0.94, -1.31, -0.11], [2.08, 1.07, -1.80], [1.23, 0.22, -3.83], [-2.27, -1.36, 6.56], [-0.27, 1.01, -0.25], [0.71, 0.04, 0.68], [1.69, 3.16, -1.25], [-3.09, -5.75, 2.11], [-0.16, 0.01, 0.59], [0.35, 0.03, 0.62], [0.77, -0.14, -0.59], [-0.56, 2.04, -0.16], [0.73, -0.01, -1.27], [-3.41, -1.59, 0.13], [2.99, 0.85, -2.57], [1.00, -0.57, 2.94], [-0.77, 3.12, -0.83], [-1.71, -1.12, 0.33], [1.30, -0.16, 1.42], [0.50, -0.17, -2.00], [-1.07, 0.13, 1.51], [-1.30, 0.84, -1.30], [-0.16, 0.65, 1.93], [-0.65, 1.14, -1.46], [-1.07, 1.57, 0.45], [-0.12, 0.33, -1.74], [0.81, 0.61, 0.13], [-1.12, -1.78, -0.59], [-0.35, 1.72, -1.14], [0.16, -0.17, -1.98], [0.66, 1.49, 0.33], [0.48, -1.35, -1.58], [-1.63, -0.84, 0.68], [-0.57, -0.66, 1.88], [1.32, -1.44, -0.29], [0.24, 0.43, 1.50], [0.89, 0.29, 0.17], [-0.62, -0.29, 0.73], [-0.16, 0.08, -0.12], [-0.29, 0.20, 0.45], [-0.13, -0.02, 0.09], [0.14, 0.10, -0.04], [0.17, 0.12, -0.16], [0.11, -0.14, -0.13], [-0.03, -0.29, -0.04], [0.28, -0.12, -0.12], [0.14, -0.10, -0.02], [-0.24, 0.05, 0.12], [-0.21, 0.11, -0.01], [0.03, 0.28, 0.09], [0.13, 0.31, -0.04], [0.05, -0.11, -0.29], [-0.04, 0.01, -0.16], [-0.09, 0.02, 0.27], [0.04, 0.00, 0.22], [0.05, -0.31, 0.07], [0.09, -0.06, -0.20], [-0.14, -0.02, -0.30], [-0.01, 0.10, -0.15], [0.13, -0.03, 0.18], [0.05, -0.12, 0.21], [-0.23, 0.02, 0.15], [0.28, -0.05, -0.19], [0.16, -0.29, -0.26], [0.15, -0.07, -0.09], [-0.09, 0.18, 0.15], [-0.14, 0.02, 0.20], [-0.31, 0.02, -0.05], [-0.27, 0.00, 0.01], [0.05, 0.09, 0.29], [-0.07, 0.06, 0.13], [0.03, -0.02, -0.19], [0.09, -0.12, -0.20], [0.31, -0.01, 0.02], [-0.24, 0.07, -0.10], [-0.22, -0.16, -0.14], [-0.15, -0.02, -0.05], [0.14, 0.10, 0.21], [0.23, 0.12, 0.12], [0.26, -0.20, -0.03], [-0.04, -0.09, -0.22], [0.17, 0.04, -0.17], [0.05, 0.01, -0.15], [-0.16, -0.05, 0.20], [-0.18, 0.06, 0.15], [0.17, 0.11, 0.24], [-0.33, -0.11, -0.17], [-0.03, 0.06, 0.10], [-0.10, 0.00, -0.07], [0.16, 0.13, 0.17], [0.18, 0.16, 0.13], [0.12, -0.34, -0.28], [0.09, -0.12, 0.23], [0.02, 0.08, 0.22], [0.01, 0.00, 0.16], [-0.02, -0.11, -0.24], [0.07, -0.04, -0.23], [-0.14, 0.24, -0.14], [0.02, -0.16, -0.18], [0.14, 0.13, -0.29], [0.03, 0.02, -0.17], [-0.19, -0.03, 0.19], [-0.18, 0.03, 0.12], [0.22, -0.11, 0.31], [0.14, 0.28, 0.04], [0.24, 0.07, 0.07], [0.03, 0.11, -0.07], [-0.10, -0.13, 0.19], [-0.03, -0.17, 0.16], [-0.12, -0.22, -0.17], [-0.16, -0.20, -0.09], [-0.07, -0.11, 0.16], [-0.01, -0.15, 0.01], [-0.02, 0.24, -0.08], [0.03, 0.19, -0.15], [0.20, 0.16, 0.20], [-0.19, 0.20, 0.07], [-0.24, 0.24, 0.11], [-0.14, 0.05, -0.05], [0.18, -0.08, 0.15], [0.24, -0.01, 0.07], [0.12, -0.24, -0.13]]}

***

Number 1: electronic energy -3845.4934 Ha. Number 2: electronic energy -2992.1235 Ha.